No. 1
{"formula": "C5H12N2O", "method": "ωB97M-V/def2-TZVPD", "de_lowest_kj_mol": 374.1, "elements": ["C", "C", "O", "H", "H", "H", "H", "C", "C", "N", "N", "C", "H", "H", "H", "H", "H", "H", "H", "H"], "xyz": [[-2.0835, 0.8200, 0.4552], [-1.0998, -0.2026, -0.1046], [-1.4128, -0.9911, -1.0320], [-0.6618, -0.8262, 1.0409], [-2.4053, 1.4737, -0.3592], [-2.9494, 0.2790, 0.8377], [-1.6685, 1.4257, 1.2581], [1.2575, -1.8993, 0.4187], [0.4715, 0.4396, -0.2429], [0.5984, 1.8101, 0.1744], [0.9746, 0.1882, -1.5680], [0.7620, -0.5461, 0.8061], [0.7788, 0.9899, -2.1584], [0.4262, -0.5818, -1.9660], [1.5711, 2.0490, 0.3428], [0.2568, 2.4190, -0.5632], [1.0481, -0.1415, 1.7723], [0.5398, -2.3620, -0.2700], [2.2010, -1.7976, -0.1268], [1.3951, -2.5463, 1.2850]], "atomic_forces_ev_per_a": [[-0.190, -0.670, 0.893], [1.335, 2.095, -2.948], [0.314, 0.049, 1.493], [1.628, -0.101, 0.700], [0.177, -0.197, -0.026], [-0.136, 0.134, -0.100], [0.102, -0.067, -0.090], [0.071, -0.060, -0.119], [-2.060, 0.026, -0.847], [0.019, -0.085, 0.183], [0.293, -0.485, -0.164], [-1.633, -0.825, 0.619], [0.057, -0.015, 0.111], [0.087, 0.143, 0.089], [-0.027, -0.017, -0.080], [0.013, 0.031, 0.175], [-0.075, -0.061, 0.071], [0.082, 0.051, 0.030], [-0.062, -0.008, 0.074], [0.003, 0.065, -0.064]], "mulliken_charge": [-1.36, 0.84, -0.73, -0.03, 0.34, 0.39, 0.36, -1.27, 0.70, -0.64, -0.72, -0.53, 0.26, 0.31, 0.24, 0.29, 0.53, 0.31, 0.34, 0.37]}

---

No. 2
{"formula": "C5H12N2O", "method": "ωB97M-V/def2-TZVPD", "smiles": "C=NCC[C@H](N)CO", "de_lowest_kj_mol": 244.7, "elements": ["C", "N", "C", "C", "C", "N", "C", "O", "H", "H", "H", "H", "H", "H", "H", "H", "H", "H", "H", "H"], "xyz": [[2.8436, -0.1542, -2.0935], [1.6846, -0.3818, -1.6302], [1.5518, -0.5885, -0.1986], [0.1551, -0.9889, 0.2161], [-0.7616, 0.2792, 0.3451], [-0.3154, 1.0523, 1.5093], [-2.2525, -0.1559, 0.4410], [-3.0350, 0.9622, 0.8811], [3.8069, -0.1251, -1.6030], [2.7752, -0.0002, -3.1682], [1.7420, 0.3502, 0.3357], [2.3142, -1.2797, 0.1864], [-0.4208, -1.6684, -0.4050], [0.1610, -1.3476, 1.2478], [-0.7115, 0.9457, -0.5234], [-0.2292, 2.0183, 1.2343], [-0.9868, 1.0672, 2.2724], [-2.5947, -0.6430, -0.4727], [-2.4124, -0.8421, 1.2804], [-3.3143, 1.5003, 0.1454]], "atomic_forces_ev_per_a": [[-1.741, -0.207, -1.259], [0.677, 0.200, 0.599], [0.231, -0.185, 0.434], [-1.387, 1.459, 0.483], [-0.403, -0.778, 0.179], [-0.008, 0.299, -0.033], [0.624, 0.746, 1.295], [-0.298, -0.361, -0.210], [0.126, -0.027, 0.525], [0.836, 0.137, -0.108], [0.071, 0.020, -0.128], [-0.139, -0.126, -0.207], [0.658, -0.532, -0.375], [0.146, -0.355, -0.127], [0.315, -0.306, -0.170], [0.067, 0.180, 0.116], [-0.042, -0.271, -0.233], [-0.117, 0.236, -0.104], [0.396, -0.324, -0.261], [-0.011, 0.196, -0.414]], "mulliken_charge": [-0.33, -0.44, -0.69, -0.76, 0.23, -0.60, -0.89, -0.52, 0.29, 0.26, 0.36, 0.45, 0.40, 0.37, 0.35, 0.24, 0.25, 0.40, 0.32, 0.31]}

---

No. 3
{"formula": "C5H12N2O2", "method": "ωB97M-V/def2-TZVPD", "de_lowest_kj_mol": 390.9, "elements": ["C", "C", "C", "N", "O", "O", "H", "H", "H", "H", "H", "H", "H", "C", "C", "N", "H", "H", "H", "H", "H"], "xyz": [[1.3953, -0.6260, 1.0702], [1.2703, -1.8574, 0.2088], [1.8804, 1.4161, -0.8743], [0.8644, 1.6516, -1.7036], [2.5855, -0.6668, 1.6823], [2.9891, 1.8881, -0.9246], [2.7018, 0.0980, 2.2668], [1.5774, 0.6759, -0.0681], [0.9990, 2.3199, -2.4477], [-0.0735, 1.2777, -1.5269], [2.2315, -2.3249, -0.0150], [0.7308, -1.6297, -0.7078], [0.6651, -2.5638, 0.7818], [-3.0113, -0.2685, 0.8380], [-1.7757, 0.2017, 0.1497], [-1.6838, 0.6994, -1.0021], [-2.5643, 0.7852, -1.5118], [-0.8438, 0.0955, 0.7046], [-3.1498, 0.2977, 1.7575], [-2.8960, -1.3159, 1.1139], [-3.8923, -0.1539, 0.2080]], "atomic_forces_ev_per_a": [[0.604, -0.641, 1.132], [0.492, 0.356, 0.198], [-0.368, -0.669, 0.408], [-0.128, 0.324, -0.561], [-0.645, -0.195, -0.591], [0.684, 0.284, 0.009], [-0.261, -0.066, -0.190], [0.120, 0.746, -0.547], [0.042, -0.020, 0.065], [0.096, 0.038, -0.001], [0.012, -0.054, -0.050], [-0.088, 0.030, -0.027], [-0.091, -0.010, 0.065], [-0.080, 0.038, -0.133], [-0.154, -0.180, 0.361], [-0.111, 0.186, -0.672], [-0.100, -0.122, 0.259], [0.080, 0.026, 0.110], [-0.034, 0.008, 0.106], [-0.031, -0.069, 0.057], [-0.037, -0.011, 0.002]], "mulliken_charge": [-0.33, -0.91, 0.68, -0.24, -0.34, -0.61, 0.37, -0.12, 0.20, 0.35, 0.39, 0.28, 0.28, -1.11, 0.22, -0.53, 0.16, 0.37, 0.28, 0.26, 0.34]}

---

No. 4
{"formula": "C5H12N2O2", "method": "ωB97M-V/def2-TZVPD", "smiles": "NCCC[C@H](N)C(=O)O", "de_lowest_kj_mol": 165.1, "elements": ["N", "C", "C", "C", "C", "N", "C", "O", "O", "H", "H", "H", "H", "H", "H", "H", "H", "H", "H", "H", "H"], "xyz": [[-1.4222, 1.3650, 0.4204], [-1.9138, 0.0449, -0.0076], [-0.9546, -0.3965, -1.0929], [0.2345, -1.3118, -0.5662], [1.3923, -0.7569, 0.2556], [1.0049, -0.4876, 1.6563], [2.1353, 0.4388, -0.3636], [3.3236, 0.5389, -0.4492], [1.3081, 1.5651, -0.5246], [-1.5387, 1.5953, 1.4126], [-1.8252, 2.2151, -0.0202], [-2.9122, 0.1265, -0.4468], [-2.0866, -0.6562, 0.7378], [-0.6436, 0.5102, -1.5357], [-1.5329, -1.0036, -1.7098], [0.6492, -1.7729, -1.5035], [-0.2317, -2.1631, -0.0954], [2.3070, -1.4220, 0.1522], [1.8854, -0.3271, 2.1807], [0.4314, 0.3232, 1.7180], [0.3898, 1.5750, -0.2182]], "atomic_forces_ev_per_a": [[-0.068, 1.623, 1.578], [-0.443, 2.140, -2.005], [0.964, -1.245, 2.738], [-0.247, 0.293, -2.318], [1.315, -0.453, -0.725], [1.952, -1.066, -0.250], [-2.476, 2.281, 1.427], [-0.394, -0.178, -0.613], [2.463, -0.161, -0.805], [-0.039, -0.570, -0.314], [0.058, -1.325, -0.167], [-0.069, 0.294, -0.179], [0.414, -1.050, 1.918], [0.517, 0.507, -1.159], [-0.586, -1.016, -1.690], [-0.009, 0.521, 0.708], [-0.028, -0.173, 0.691], [-1.549, -0.259, 0.973], [-1.004, 0.033, -0.245], [-0.330, 0.747, -0.020], [-0.439, -0.942, 0.458]], "mulliken_charge": [-0.68, -0.50, -0.96, -0.87, 0.18, -0.65, 0.43, -0.55, -0.56, 0.20, 0.23, 0.38, 0.42, 0.49, 0.41, 0.35, 0.42, 0.27, 0.31, 0.26, 0.42]}

---

No. 5
{"formula": "C5H12N2O2", "method": "ωB97M-V/def2-TZVPD", "smiles": "CC=C(N)N.CC(=O)O", "de_lowest_kj_mol": 306.5, "elements": ["C", "C", "C", "N", "N", "H", "H", "H", "H", "H", "H", "H", "H", "C", "C", "O", "O", "H", "H", "H", "H"], "xyz": [[-2.0808, 0.8628, 0.1931], [-1.0448, 0.0073, 0.8287], [-0.2453, -0.9209, 0.1600], [-0.4077, -1.2366, -1.2122], [0.3321, -1.9336, 0.9580], [-2.2262, 1.7780, 0.7672], [-1.8400, 1.1220, -0.8379], [-3.0288, 0.3105, 0.1895], [-1.0883, -0.0504, 1.9098], [-1.1243, -1.9420, -1.3617], [-0.5977, -0.4333, -1.7967], [-0.3450, -2.6286, 1.2609], [1.0907, -2.3774, 0.4504], [1.4769, 1.2378, -1.0958], [1.2917, 0.7606, 0.3192], [0.6802, 1.4638, 1.1963], [2.3683, 0.0369, 0.7159], [1.8557, 0.4418, -1.7380], [0.5377, 1.6310, -1.4840], [2.2062, 2.0509, -1.0714], [2.1896, -0.1805, 1.6484]], "atomic_forces_ev_per_a": [[0.223, 0.094, 0.003], [0.036, -3.049, -1.683], [-3.958, 0.513, 1.699], [0.570, 0.128, -0.815], [0.644, -0.350, 0.134], [0.019, 0.012, -0.112], [-0.061, 0.037, 0.030], [0.005, 0.056, -0.030], [0.636, 0.362, -0.065], [0.095, 0.113, 0.030], [-0.065, -0.098, 0.043], [0.221, 0.086, -0.134], [-0.108, -0.134, 0.158], [-0.627, -0.721, -0.385], [0.970, 4.786, 3.500], [2.371, -1.266, -2.211], [-1.056, -0.677, -0.264], [-0.053, 0.086, -0.007], [0.075, 0.021, 0.009], [-0.088, -0.108, 0.197], [0.151, 0.112, -0.095]], "mulliken_charge": [-1.30, -0.03, 0.20, -0.50, -0.61, 0.35, 0.29, 0.32, 0.38, 0.24, 0.23, 0.23, 0.28, -1.25, 0.98, -0.73, -0.48, 0.37, 0.27, 0.36, 0.42]}

---

No. 6
{"formula": "C5H12N2O2", "method": "ωB97M-V/def2-TZVPD", "smiles": "CCN(CCN)C(=O)O", "de_lowest_kj_mol": 175.7, "elements": ["C", "C", "N", "C", "C", "N", "C", "O", "O", "H", "H", "H", "H", "H", "H", "H", "H", "H", "H", "H", "H"], "xyz": [[0.7699, 2.7181, 0.9853], [-0.1366, 1.5149, 1.2034], [0.0361, 0.4984, 0.1813], [-0.4272, 0.8034, -1.1604], [0.1861, -0.2257, -2.1118], [0.1255, -1.5318, -1.4360], [-0.0530, -0.8606, 0.5573], [0.8439, -1.3887, 1.2352], [-1.3377, -1.2862, 0.8186], [0.7777, 3.3461, 1.8866], [1.7987, 2.3941, 0.7747], [0.4257, 3.3415, 0.1480], [0.0895, 1.0501, 2.1706], [-1.1927, 1.8403, 1.2355], [-1.5311, 0.7636, -1.2282], [-0.1024, 1.8141, -1.4342], [-0.3471, -0.2444, -3.0705], [1.2402, 0.0231, -2.2798], [1.0204, -2.0122, -1.4152], [-0.6273, -2.1293, -1.7679], [-2.0193, -0.7686, 0.3154]], "atomic_forces_ev_per_a": [[0.132, 0.222, -0.039], [-0.149, -0.292, 0.239], [0.676, 0.266, -1.859], [-0.041, 0.024, 0.393], [0.115, -0.216, 0.081], [0.085, 0.294, -0.492], [1.306, -0.424, 3.778], [-1.630, 0.709, -1.743], [-1.158, 0.006, -0.969], [-0.015, -0.105, -0.250], [-0.297, 0.046, 0.113], [0.115, -0.129, 0.207], [-0.022, 0.033, -0.250], [0.134, 0.012, 0.101], [-0.038, 0.132, -0.123], [-0.203, -0.188, 0.017], [0.207, 0.108, 0.127], [-0.271, -0.006, -0.044], [-0.393, -0.028, -0.024], [0.350, 0.053, 0.140], [1.096, -0.516, 0.597]], "mulliken_charge": [-1.24, -0.39, 0.19, -0.52, -0.62, -0.43, 0.46, -0.69, -0.47, 0.40, 0.31, 0.33, 0.38, 0.23, 0.24, 0.35, 0.35, 0.32, 0.24, 0.23, 0.36]}

---

Repeat the second record exactly.
{"formula": "C5H12N2O", "method": "ωB97M-V/def2-TZVPD", "smiles": "C=NCC[C@H](N)CO", "de_lowest_kj_mol": 244.7, "elements": ["C", "N", "C", "C", "C", "N", "C", "O", "H", "H", "H", "H", "H", "H", "H", "H", "H", "H", "H", "H"], "xyz": [[2.8436, -0.1542, -2.0935], [1.6846, -0.3818, -1.6302], [1.5518, -0.5885, -0.1986], [0.1551, -0.9889, 0.2161], [-0.7616, 0.2792, 0.3451], [-0.3154, 1.0523, 1.5093], [-2.2525, -0.1559, 0.4410], [-3.0350, 0.9622, 0.8811], [3.8069, -0.1251, -1.6030], [2.7752, -0.0002, -3.1682], [1.7420, 0.3502, 0.3357], [2.3142, -1.2797, 0.1864], [-0.4208, -1.6684, -0.4050], [0.1610, -1.3476, 1.2478], [-0.7115, 0.9457, -0.5234], [-0.2292, 2.0183, 1.2343], [-0.9868, 1.0672, 2.2724], [-2.5947, -0.6430, -0.4727], [-2.4124, -0.8421, 1.2804], [-3.3143, 1.5003, 0.1454]], "atomic_forces_ev_per_a": [[-1.741, -0.207, -1.259], [0.677, 0.200, 0.599], [0.231, -0.185, 0.434], [-1.387, 1.459, 0.483], [-0.403, -0.778, 0.179], [-0.008, 0.299, -0.033], [0.624, 0.746, 1.295], [-0.298, -0.361, -0.210], [0.126, -0.027, 0.525], [0.836, 0.137, -0.108], [0.071, 0.020, -0.128], [-0.139, -0.126, -0.207], [0.658, -0.532, -0.375], [0.146, -0.355, -0.127], [0.315, -0.306, -0.170], [0.067, 0.180, 0.116], [-0.042, -0.271, -0.233], [-0.117, 0.236, -0.104], [0.396, -0.324, -0.261], [-0.011, 0.196, -0.414]], "mulliken_charge": [-0.33, -0.44, -0.69, -0.76, 0.23, -0.60, -0.89, -0.52, 0.29, 0.26, 0.36, 0.45, 0.40, 0.37, 0.35, 0.24, 0.25, 0.40, 0.32, 0.31]}